(1)
The following is a DFT calculation (ωB97M-V/def2-TZVPD) of C23H44N4S as an isolated structure.

The geometry in ORCA input format:
```
! RIJCOSX wB97M-V def2-TZVPD def2/J DEFGRID3
* xyz 0 1
C -7.6673 -4.5012 -3.5150
C -6.6355 -4.1813 -4.6093
C -6.5004 -2.6684 -4.8471
C -5.2626 -4.8104 -4.3451
C -4.7039 -4.5678 -2.9237
C -3.6271 -3.5191 -2.8625
C -2.3989 -3.6768 -3.4226
C -1.3862 -2.6706 -3.3741
C -1.5858 -1.4839 -2.7638
C -2.8484 -1.2666 -2.1617
N -3.2404 -0.1598 -1.5225
S -4.7286 -0.4326 -1.0158
N -4.9888 -1.9071 -1.5888
C -3.8590 -2.2784 -2.2099
H -7.4009 -5.3891 -2.9429
H -8.6534 -4.6521 -3.9505
H -7.7534 -3.6738 -2.8090
H -7.0074 -4.6186 -5.5387
H -7.4229 -2.1471 -4.5928
H -5.6864 -2.2436 -4.2609
H -6.2869 -2.4627 -5.8968
H -4.5557 -4.3797 -5.0591
H -5.2888 -5.8792 -4.5608
H -5.4965 -4.2667 -2.2442
H -4.2814 -5.4990 -2.5446
H -2.1823 -4.6092 -3.9298
H -0.4386 -2.8837 -3.8487
H -0.8301 -0.7140 -2.7218
C 2.9904 0.4496 1.9207
C 1.5067 0.2485 1.6549
N 1.2198 -0.9588 0.9028
C -0.1392 -1.0130 0.3931
C -1.2927 -1.0846 1.4001
C 1.7376 -2.1912 1.4708
C 1.3086 -2.5605 2.8977
H 3.5582 0.4256 0.9895
H 3.1490 1.4203 2.3929
H 3.3968 -0.3079 2.5918
H 1.1418 1.0891 1.0578
H 0.9664 0.2971 2.6144
H -0.2068 -1.8672 -0.2869
H -0.2853 -0.1235 -0.2284
H -1.3761 -2.0685 1.8610
H -2.2280 -0.8845 0.8765
H -1.1924 -0.3422 2.1928
H 2.8287 -2.1425 1.4427
H 1.4664 -3.0014 0.7894
H 1.3678 -1.7049 3.5720
H 1.9713 -3.3331 3.2925
H 0.2927 -2.9506 2.9374
C 6.9251 4.7375 4.2446
C 5.7835 4.2547 3.3631
N 4.6279 5.1329 3.3947
C 3.4398 4.5441 2.8053
C 3.4549 4.2304 1.3039
C 4.8845 6.5236 3.0629
C 5.5154 6.8317 1.6978
H 6.5810 4.9019 5.2664
H 7.7166 3.9874 4.2641
H 7.3654 5.6649 3.8771
H 5.4505 3.2786 3.7269
H 6.1695 4.0872 2.3445
H 2.5949 5.2029 3.0236
H 3.2415 3.6155 3.3507
H 3.3607 5.1298 0.6967
H 2.6098 3.5839 1.0571
H 4.3633 3.7062 1.0051
H 5.5281 6.9413 3.8403
H 3.9365 7.0595 3.1538
H 6.3496 6.1640 1.4778
H 5.9045 7.8516 1.6947
H 4.7980 6.7542 0.8821
*
```

Computed properties:
Highest occupied orbital energy, hartree: -0.29568
Gap between HOMO and LUMO, eV: 7.606
E, Ha: -1519.9494
LUMO energy, eV: -0.440

Results of the Löwdin charge analysis, in e, for atoms 1 through 4:
1 C -0.08
2 C -0.42
3 C -0.06
4 C -0.17

***

(2)
The following is a DFT calculation (ωB97M-V/def2-TZVPD) of a 3-piece molecular cluster, C23H45BFNO4S2 overall.

The geometry in ORCA input format:
```
! RIJCOSX wB97M-V def2-TZVPD def2/J DEFGRID3
* xyz 0 1
C -2.9753 2.0455 -1.3117
C -1.4116 2.3290 -1.1479
O -0.6685 1.9968 -2.3263
C 0.2865 0.9536 -2.1122
C 1.7664 1.4693 -2.3225
C 2.1609 2.3426 -1.0533
C 2.9150 1.5193 0.0582
C 2.0175 1.0668 1.2759
B 1.3706 2.2675 2.1310
C 2.1148 3.7045 2.2069
C 1.1227 4.7378 1.4945
F 1.7836 5.5860 0.5838
C -0.0362 2.1260 2.9106
C 0.0350 1.2482 4.2205
C 0.4894 -0.2321 3.9953
N -0.5254 -1.0437 3.2821
C -0.1716 -2.4840 3.3648
C 0.7848 -2.8416 2.1698
C 2.0085 -3.6004 2.3993
C 2.9591 -3.9442 1.3471
C 2.6620 -3.4837 0.0009
C 1.4320 -2.7475 -0.2691
C 0.4865 -2.4274 0.7832
O -0.6991 -1.7399 0.5568
H -3.5740 2.9578 -1.0423
H -3.1994 1.6953 -2.3476
H -3.2474 1.2203 -0.6040
H -1.0029 1.9037 -0.1972
H -1.3372 3.4535 -1.0373
H 0.1766 0.4036 -1.1453
H 0.1043 0.1867 -2.9256
H 2.4494 0.5822 -2.3913
H 1.8260 2.0633 -3.2740
H 2.8909 3.1169 -1.4277
H 1.2650 2.9076 -0.6909
H 3.2999 0.5764 -0.4315
H 3.8362 2.0451 0.4301
H 1.1846 0.4168 0.9015
H 2.6999 0.5036 1.9818
H 2.3015 4.0529 3.2537
H 3.0863 3.7331 1.6547
H 0.2725 4.1868 1.0206
H 0.6931 5.3995 2.2963
H -0.8087 1.7836 2.1717
H -0.3386 3.1662 3.2293
H 0.6504 1.7257 5.0326
H -1.0119 1.2044 4.6426
H 0.5874 -0.7051 5.0255
H 1.5085 -0.3335 3.5355
H -1.4486 -0.9271 3.7007
H 0.3830 -2.7330 4.3185
H -1.0877 -3.1257 3.2948
H 2.2308 -3.9252 3.4472
H 3.8667 -4.5358 1.6095
H 3.3665 -3.6927 -0.8347
H 1.2363 -2.4200 -1.3203
H -0.5380 -0.7806 0.5810
C -1.8228 2.9957 -5.2627
S -3.5388 3.0269 -5.8083
O -4.2474 1.9173 -5.1112
C -3.2075 2.4800 -7.4941
H -1.7908 3.2698 -4.2096
H -1.4108 1.9936 -5.3884
H -1.2430 3.7161 -5.8421
H -2.7076 1.5105 -7.4780
H -2.5825 3.2178 -7.9990
H -4.1575 2.3901 -8.0196
C -0.2142 -6.1218 0.5721
S -1.6436 -5.1366 1.0507
O -1.6207 -5.0092 2.5364
C -2.8781 -6.3853 0.6421
H 0.6867 -5.5438 0.7804
H -0.1936 -7.0492 1.1469
H -0.2658 -6.3409 -0.4954
H -2.6888 -7.2957 1.2127
H -2.8404 -6.5963 -0.4274
H -3.8617 -5.9936 0.8991
*
```

Computed properties:
Highest occupied orbital energy, hartree: -0.31766
Gap between HOMO and LUMO, eV: 9.279
E, Ha: -2180.0111
LUMO energy, eV: 0.635

Results of the Löwdin charge analysis, in e, for atoms 1 through 4:
1 C -0.05
2 C -0.25
3 O -0.18
4 C -0.21

***

(3)
The following is a DFT calculation (ωB97M-V/def2-TZVPD) of C23H45Cl3GaN2O6PSi as an isolated structure.

The geometry in ORCA input format:
```
! RIJCOSX wB97M-V def2-TZVPD def2/J DEFGRID3
* xyz 0 1
C -3.7189 0.9754 -1.0182
C -3.4853 -0.2217 -0.1608
H -4.5611 0.8365 -1.7030
H -2.8102 1.1922 -1.6005
H -3.9237 1.8534 -0.3834
C -4.2023 -1.3545 -0.2373
C -5.3938 -1.5667 -1.1052
H -3.9523 -2.2053 0.3991
H -5.4847 -0.8343 -1.9173
H -6.3289 -1.5451 -0.5224
H -5.3335 -2.5603 -1.5689
Ga 0.5596 0.6409 0.2389
Cl 0.0477 2.2715 1.7123
Cl 0.9855 1.5295 -1.7798
C 0.8393 -1.0247 2.8612
O 0.9568 -1.0264 1.6022
N 1.1591 -2.0756 3.6163
C 1.7768 -3.2704 3.0465
C 0.7410 -2.1570 5.0100
H 0.4454 -0.1477 3.4044
H 2.1397 -3.0533 2.0371
H 1.0548 -4.1005 3.0160
H 2.6130 -3.5703 3.6926
H 0.1941 -1.2448 5.2750
H 1.6193 -2.2621 5.6602
H 0.0876 -3.0257 5.1656
H -1.7368 -0.8601 -2.5920
H -2.1341 -3.4791 -1.3565
C -0.8412 -1.3879 -2.9550
C -1.2123 -3.6227 -1.9362
N -0.4285 -2.4026 -1.9921
H -0.0279 -0.6709 -3.1008
C 0.6841 -2.2587 -1.2401
O 1.3517 -1.2119 -1.1756
H -0.6174 -4.4156 -1.4680
H 0.9878 -3.1607 -0.6677
H -1.0944 -1.8917 -3.8984
H -1.4919 -3.9208 -2.9521
O -1.1539 -0.1042 -0.1118
C -2.2590 -0.0959 0.7385
C -1.7180 -2.4699 1.4555
C -2.1726 -1.2009 1.8035
H -1.2999 -2.6046 0.4567
C -1.8165 -3.5376 2.3594
H -2.3140 0.8784 1.2545
C -2.5990 -0.9568 3.1102
H -1.4807 -4.5354 2.0594
C -2.3548 -3.3113 3.6301
C -2.7168 -2.0130 4.0127
H -2.8642 0.0717 3.3937
H -2.4883 -4.1505 4.3222
H -3.0962 -1.8319 5.0251
Si 0.3788 4.2793 -3.7381
Cl -1.3764 3.2794 -3.1148
C 1.5509 3.1161 -4.6148
C 1.1447 5.0422 -2.2001
C -0.1833 5.6697 -4.8914
H 1.5404 2.1062 -4.1966
H 2.5772 3.4931 -4.5415
H 1.2962 3.0517 -5.6786
H -0.5020 5.2729 -5.8642
H 0.6493 6.3712 -5.0775
H -1.0103 6.2382 -4.4433
H 1.0924 4.3487 -1.3477
H 0.6178 5.9722 -1.9417
H 2.2032 5.2806 -2.3929
C 3.6916 3.1964 -0.7874
O 3.3601 2.6311 0.4955
P 2.9030 1.1113 0.6424
O 3.2664 0.7246 2.1398
C 3.8471 1.5912 3.1227
O 3.8862 0.3251 -0.3448
C 4.1082 -1.0980 -0.2594
H 3.4505 4.2618 -0.7132
H 3.1075 2.7706 -1.6130
H 4.7614 3.0585 -0.9770
H 4.8353 1.9388 2.8117
H 3.1903 2.4393 3.3531
H 3.9446 0.9680 4.0168
H 5.1773 -1.2679 -0.4496
H 3.8503 -1.4971 0.7309
H 3.5113 -1.5839 -1.0409
*
```

Computed properties:
Highest occupied orbital energy, hartree: -0.30492
Gap between HOMO and LUMO, eV: 8.658
E, Ha: -5400.7960
LUMO energy, eV: 0.361

Results of the Löwdin charge analysis, in e, for atoms 1 through 4:
1 C -0.04
2 C -0.23
3 H 0.06
4 H 0.05

***

(4)
The following is a DFT calculation (ωB97M-V/def2-TZVPD) of a 5-piece molecular cluster, C23H45Cl7N2O2 overall.

The geometry in ORCA input format:
```
! RIJCOSX wB97M-V def2-TZVPD def2/J DEFGRID3
* xyz 1 4
C 2.7702 8.4776 -0.5938
C 2.4915 7.2181 0.2857
C 1.2009 7.3604 1.1349
C 0.0047 7.1609 0.2624
C -0.0182 5.7595 -0.1928
C 1.2539 5.3490 -1.1055
N 2.4539 5.8698 -0.4036
O 3.6854 5.5654 -1.0957
C 1.2279 3.8423 -1.2732
C 0.8827 5.8234 -2.4746
C 3.5938 7.1831 1.3107
H 3.7733 8.4703 -1.0201
H 2.4859 9.3495 -0.0047
H 1.9837 8.3939 -1.3439
H 1.2104 6.7491 2.0373
H 1.1134 8.3613 1.5577
H 0.0571 7.9487 -0.4891
H -0.9220 7.2821 0.8233
H -0.9852 5.6153 -0.6748
H -0.0323 5.2495 0.7704
H 0.3900 3.4976 -1.8792
H 2.0416 3.5144 -1.9201
H 1.4767 3.1239 -0.4921
H 0.8357 6.9123 -2.4631
H 1.5932 5.6113 -3.2736
H -0.1621 5.6953 -2.7575
H 3.5485 6.2918 1.9366
H 3.6006 8.0731 1.9399
H 4.5856 7.1633 0.8588
C -3.2890 -5.8702 2.8393
C -2.4352 -5.6765 1.5702
C -1.0537 -6.2073 2.0219
C -1.1182 -7.6719 2.2700
C -1.4109 -8.3410 0.9537
C -2.7274 -7.9033 0.2921
N -2.8817 -6.4262 0.3597
O -4.1108 -5.8992 -0.2438
C -2.6482 -8.3851 -1.2058
C -3.8429 -8.5968 1.0089
C -2.2207 -4.1581 1.4166
H -2.6859 -5.9931 3.7390
H -3.9876 -6.7031 2.7606
H -3.9658 -5.0413 3.0466
H -0.2761 -5.8762 1.3335
H -0.8259 -5.7330 2.9764
H -1.8049 -7.9496 3.0697
H -0.2058 -8.0952 2.6901
H -1.5512 -9.3773 1.2609
H -0.5657 -8.2466 0.2719
H -1.8193 -8.0020 -1.8009
H -2.6277 -9.4740 -1.2521
H -3.5466 -7.9923 -1.6817
H -3.6735 -8.5858 2.0856
H -4.8084 -8.1381 0.7955
H -3.9291 -9.6318 0.6779
H -3.0851 -3.7511 0.8919
H -1.2750 -3.8938 0.9435
H -2.1943 -3.6331 2.3715
Cl 3.3269 1.7570 0.5828
C 3.5407 2.7461 2.0529
C 2.1560 3.3149 2.5977
Cl 2.3342 4.1102 4.2614
H 4.1836 3.5769 1.7623
H 4.0465 2.2878 2.9028
H 1.6243 2.3945 2.8392
H 1.6555 4.0034 1.9169
Cl 2.0815 -2.0014 -6.5549
C 0.5939 -2.1856 -5.5368
C -0.1645 -0.8590 -5.0694
Cl -0.8736 -0.0245 -6.4927
H 0.8582 -2.5457 -4.5425
H -0.1199 -2.9073 -5.9338
H 0.5707 -0.1174 -4.7569
H -1.0201 -0.9670 -4.4028
C 0.0307 0.3568 -0.1172
Cl -0.0253 0.4013 -1.8912
Cl -0.6417 -1.1110 0.5341
Cl -0.7748 1.6950 0.6409
H 1.0426 0.4157 0.2836
*
```

Computed properties:
Highest occupied orbital energy (alpha / beta), hartree: -0.37588 / -0.40501
Gap between HOMO and LUMO (alpha / beta), eV: 7.650 / 2.976
E, Ha: -4384.1017
LUMO energy (alpha / beta), eV: -2.578 / -8.045

Results of the Löwdin charge analysis, in e, for atoms 1 through 4:
1 C 0.03
2 C -0.45
3 C -0.13
4 C -0.21

***

(5)
The following is a DFT calculation (ωB97M-V/def2-TZVPD) of C23H45FGeMgNSi4 as an isolated structure.

The geometry in ORCA input format:
```
! RIJCOSX wB97M-V def2-TZVPD def2/J DEFGRID3
* xyz 0 2
Mg -0.1076 1.1606 1.0011
C 1.8702 2.2656 1.6824
C 1.7382 1.0598 2.4310
C 0.6049 1.1955 3.2719
C 0.0407 2.4680 3.0451
C 0.8256 3.1300 2.0736
H 2.6537 2.4865 0.9718
H 2.4184 0.2237 2.4070
H 0.2315 0.4466 3.9549
H -0.8557 2.8508 3.5093
H 0.6428 4.1175 1.6812
C 0.6900 3.0647 -1.7417
Si -1.1406 3.2303 -1.3676
C -1.4652 4.9779 -0.7703
C -2.1124 2.9922 -2.9672
N -1.4987 2.0321 -0.1741
C -2.7875 1.7292 0.1973
C -3.9797 2.3171 -0.2745
C -5.2268 1.9071 0.1738
C -5.3691 0.8974 1.1160
C -4.2228 0.2911 1.6177
C -3.0143 0.7274 1.1497
F -1.8592 0.1159 1.6468
H 0.9603 3.6833 -2.6005
H 0.9554 2.0314 -1.9860
H 1.3034 3.3858 -0.8961
H -1.1946 5.7012 -1.5445
H -0.8809 5.2073 0.1221
H -2.5176 5.1339 -0.5243
H -1.4480 3.0463 -3.8330
H -2.8715 3.7680 -3.0898
H -2.6213 2.0271 -3.0006
H -3.9195 3.1096 -1.0055
H -6.1087 2.3938 -0.2233
H -6.3457 0.5853 1.4569
H -4.2607 -0.5001 2.3547
C -0.7185 -0.4109 -2.8765
Si -0.5298 -1.8103 -1.6554
C 0.1601 -3.3087 -2.5599
C -2.2014 -2.2100 -0.9235
Ge 1.0688 -1.3496 0.0678
Si 3.2892 -1.1801 -0.7828
C 3.2718 -0.3017 -2.4357
C 3.9358 -2.9298 -1.0051
C 4.4393 -0.2700 0.3798
Si 0.8941 -2.8468 1.9224
C 2.3900 -2.6707 3.0343
C 0.8412 -4.5872 1.2191
C -0.6553 -2.5561 2.9274
H -1.4063 -0.7138 -3.6709
H 0.2271 -0.1206 -3.3376
H -1.1408 0.4623 -2.3774
H -0.5374 -3.6352 -3.3368
H 0.3387 -4.1514 -1.8898
H 1.1053 -3.0587 -3.0472
H -2.8822 -2.5257 -1.7191
H -2.6396 -1.3339 -0.4406
H -2.1483 -3.0159 -0.1891
H 2.6364 -0.8158 -3.1595
H 4.2824 -0.2540 -2.8500
H 2.9031 0.7224 -2.3311
H 3.2932 -3.5231 -1.6579
H 4.0081 -3.4462 -0.0453
H 4.9360 -2.9058 -1.4466
H 4.1367 0.7697 0.5166
H 5.4510 -0.2727 -0.0349
H 4.4807 -0.7404 1.3639
H 3.3222 -2.8135 2.4843
H 2.3547 -3.4168 3.8325
H 2.4202 -1.6843 3.5022
H 1.6999 -4.7903 0.5763
H -0.0651 -4.7385 0.6286
H 0.8403 -5.3247 2.0263
H -0.6412 -1.5761 3.4055
H -0.7350 -3.3144 3.7113
H -1.5525 -2.6104 2.3090
*
```

Computed properties:
Highest occupied orbital energy (alpha / beta), hartree: -0.27254 / -0.27172
Gap between HOMO and LUMO (alpha / beta), eV: 8.021 / 5.710
E, Ha: -4493.1693
LUMO energy (alpha / beta), eV: 0.604 / -1.684

Results of the Löwdin charge analysis, in e, for atoms 1 through 4:
1 Mg 0.54
2 C -0.19
3 C -0.22
4 C -0.18

***

(6)
The following is a DFT calculation (ωB97M-V/def2-TZVPD) of a 4-piece molecular cluster, C23H45IN4O7PS overall.

The geometry in ORCA input format:
```
! RIJCOSX wB97M-V def2-TZVPD def2/J DEFGRID3
* xyz 1 1
C -0.7344 -0.0446 5.5853
O -1.1892 -0.3420 4.2038
C -0.0943 -0.9912 3.4241
C 1.0488 0.0886 2.8994
C 0.8139 1.0791 1.5828
C -0.6076 0.9931 0.7065
C -0.2619 -0.0504 -0.5522
C -1.1536 -1.4265 -0.5213
I 0.2299 -3.0824 -1.0724
C 1.9873 2.1330 1.1397
N 3.3535 2.2762 1.8433
C 4.2751 3.3264 1.2638
C 5.8728 3.0243 1.4049
C 6.5474 3.3302 2.8561
S 5.6433 4.5398 3.9529
C 3.6289 1.3739 3.0233
C 2.5390 0.2617 3.6344
C 2.8350 -0.7237 4.9106
P 4.4488 -0.3575 5.8636
O 4.4774 -1.3464 7.1368
O 5.7947 -0.7863 4.8215
O 4.4769 1.3058 6.3784
H 0.2148 0.6591 5.5078
H -1.5713 0.4545 6.2529
H -0.3358 -1.0655 6.0464
H -0.6061 -1.5175 2.5097
H 0.3384 -1.8356 4.1114
H -1.5011 0.5854 1.3827
H -0.8449 2.0390 0.2167
H -0.3560 0.4831 -1.5939
H 0.8769 -0.3929 -0.4568
H -1.9785 -1.4200 -1.3528
H -1.5782 -1.7188 0.5329
H 1.7637 2.8241 0.1955
H 4.0454 3.3410 0.0912
H 3.9428 4.4122 1.6324
H 6.1006 1.9187 1.0165
H 6.4221 3.7319 0.6157
H 6.6666 2.2846 3.4130
H 7.6507 3.7279 2.6775
H 6.1025 4.2893 5.2555
H 4.6511 1.4283 3.5896
H 1.9703 -0.7766 5.7067
H 2.9390 -1.8266 4.4709
H 5.4251 -1.5555 4.2650
H 3.5465 1.6981 6.3618
C -2.9865 2.2362 -2.7266
O -1.9446 1.6404 -2.4852
N -4.2355 1.8822 -2.2627
C -5.4230 2.6412 -2.5943
C -4.3655 0.7140 -1.4166
H -3.0007 3.1382 -3.3604
H -5.8784 3.0071 -1.6696
H -6.1266 1.9865 -3.1166
H -5.1803 3.4924 -3.2362
H -3.7533 0.8533 -0.5208
H -4.0001 -0.1620 -1.9606
H -5.4094 0.5599 -1.1289
C -6.7182 -2.2270 -2.2171
O -6.3890 -1.5191 -1.2740
N -5.9821 -3.2769 -2.7236
C -6.4419 -4.0685 -3.8452
C -4.7080 -3.5994 -2.1152
H -7.6688 -2.0681 -2.7523
H -6.5321 -5.1116 -3.5283
H -5.7108 -3.9922 -4.6551
H -7.4131 -3.7170 -4.2039
H -4.8681 -3.8409 -1.0604
H -4.0509 -2.7272 -2.1814
H -4.2428 -4.4501 -2.6213
C 0.1239 -1.8682 -6.5316
O -1.0101 -2.1449 -6.1626
N 1.1691 -1.5137 -5.7055
C 2.4851 -1.2000 -6.2211
C 0.9450 -1.4527 -4.2760
H 0.4024 -1.8833 -7.5983
H 3.2096 -1.8958 -5.7881
H 2.7422 -0.1761 -5.9347
H 2.5122 -1.2855 -7.3108
H 0.6194 -2.4361 -3.9244
H 0.1543 -0.7252 -4.0703
H 1.8602 -1.1595 -3.7539
*
```

Computed properties:
Highest occupied orbital energy, hartree: -0.39415
Gap between HOMO and LUMO, eV: 5.929
E, Ha: -2685.6972
LUMO energy, eV: -4.797

Results of the Löwdin charge analysis, in e, for atoms 1 through 4:
1 C -0.10
2 O -0.24
3 C -0.14
4 C 0.05

***

- Which value of E does entry 1 give?
  -1519.9494 Ha